Entry from the OMol25 dataset: C40H51NOP2RhSi3Te as an isolated structure (ωB97M-V with the def2-TZVPD basis set).

Calculated values
* E_LUMO (spin up / spin down): -0.07948 / -0.17342 Ha
* net charge: +1
* M: 938.57 g mol⁻¹
* <S²>: 6.018
* orbital gap (spin up / spin down): 0.2758 / 0.2239 hartree
* E_tot: -3614.4040 hartree
* spin multiplicity: 5

```
100
Properties=species:S:1:pos:R:3:forces:R:3
Rh 0.64975 0.64498 -0.61296 -0.1 0.0 0.1
C 4.12936 -0.14069 -1.16080 -0.1 0.0 0.0
O 3.09936 0.78521 -0.83226 0.1 -0.1 0.0
Si 3.33573 2.43550 -0.58345 -0.3 -0.2 0.0
C 4.28580 2.67497 0.98664 0.1 0.0 0.2
C 4.38442 3.10401 -1.95663 0.1 0.1 -0.2
C 1.54372 2.93600 -0.56269 -0.1 0.1 -0.1
Si 0.79571 3.73736 0.96883 0.1 -0.2 -0.1
C 1.75306 5.26515 1.44147 0.1 0.2 0.0
C 0.90364 2.50862 2.38474 0.1 -0.1 0.1
C -0.98023 4.21968 0.70295 -0.2 0.1 -0.1
Si 0.70333 2.94740 -2.27270 0.3 0.1 -0.1
C 1.11407 1.33757 -3.19504 0.0 0.0 0.2
C 1.45821 4.40166 -3.18224 0.1 0.0 -0.1
C -1.12665 3.26599 -2.41677 -0.2 0.0 0.2
H 4.67265 0.18105 -2.05153 0.0 0.0 0.0
H 3.66715 -1.10696 -1.36153 0.0 0.0 0.0
H 4.83569 -0.24926 -0.33414 0.0 0.0 0.0
H 5.28216 2.24054 0.86403 0.0 0.0 0.0
H 3.81983 2.21000 1.85489 0.0 0.0 0.0
H 4.42798 3.73619 1.19799 0.0 0.0 0.0
H 5.42598 2.82160 -1.78186 0.0 0.0 0.0
H 4.34584 4.19530 -1.98264 0.0 0.0 0.0
H 4.09546 2.73212 -2.94084 0.0 0.0 0.0
H 2.76379 5.02685 1.77016 0.0 0.0 0.0
H 1.24627 5.76947 2.26853 0.0 0.0 0.0
H 1.82271 5.97474 0.61348 0.0 0.0 0.0
H 1.91712 2.46946 2.78501 0.0 0.0 0.0
H 0.64626 1.48700 2.08760 0.0 0.0 0.0
H 0.23655 2.78859 3.20512 0.0 0.0 0.0
H -1.07402 5.00451 -0.05098 0.0 0.0 0.0
H -1.39360 4.60923 1.63723 0.0 0.0 0.0
H -1.60059 3.37932 0.38930 0.0 0.0 0.0
H 2.14709 1.35249 -3.54698 0.0 0.0 0.0
H 0.43619 1.19093 -4.03699 0.0 0.1 0.0
H 1.04111 0.40620 -2.59099 0.0 -0.1 -0.3
H 2.50766 4.27097 -3.43463 0.0 0.0 0.0
H 1.36317 5.31107 -2.58397 0.0 0.0 0.0
H 0.89641 4.54949 -4.10908 0.0 0.0 0.0
H -1.76078 2.75212 -1.69894 0.0 0.0 0.0
H -1.43194 2.94547 -3.41733 0.0 0.0 0.0
H -1.32671 4.33623 -2.33184 0.0 0.0 0.0
Te -2.50910 -3.13811 -1.04350 0.0 0.1 0.1
C -2.19062 -4.59919 0.42856 0.0 0.0 0.0
C -2.25571 -4.25311 1.77137 0.0 -0.1 0.0
C -2.04795 -5.24694 2.71582 0.0 -0.1 0.0
N -1.81817 -6.52301 2.40751 0.0 0.1 -0.1
C -1.80074 -6.84274 1.11655 0.0 0.0 0.1
C -1.97288 -5.92334 0.08932 0.1 0.0 0.0
C -1.25492 -1.71423 -0.25154 0.0 0.0 -0.4
P -1.64827 0.04272 -0.45835 0.1 -0.5 0.0
C -2.59810 0.12668 -2.01024 0.0 0.1 0.0
C -2.03326 -0.45860 -3.14510 0.0 0.0 0.0
C -2.65509 -0.34508 -4.37916 0.0 0.0 0.0
C -3.84351 0.36540 -4.49299 0.0 0.0 0.0
C -4.40254 0.96318 -3.37255 0.0 0.0 0.0
C -3.78009 0.85181 -2.13708 0.0 0.0 0.0
C -2.83675 0.34614 0.88246 0.0 0.2 0.0
C -2.42370 1.10305 1.97473 0.0 0.0 0.0
C -3.27244 1.30371 3.05526 0.0 0.0 0.0
C -4.54300 0.74935 3.04621 0.0 0.0 0.0
C -4.96132 -0.01409 1.96148 0.0 0.0 0.0
C -4.11419 -0.21993 0.88488 0.0 0.0 0.0
P 0.53998 -1.81351 -0.02407 -0.3 0.2 0.3
C 0.98135 -3.56916 -0.17303 0.2 0.1 0.0
C 1.02546 -4.13629 -1.44635 0.1 0.0 0.0
C 1.33375 -5.47817 -1.60341 0.0 0.0 0.0
C 1.61319 -6.25896 -0.48833 0.0 0.0 0.0
C 1.59108 -5.69504 0.77930 0.0 0.0 0.0
C 1.27931 -4.35196 0.93951 0.0 -0.1 0.0
C 0.86102 -1.38708 1.72000 0.0 -0.2 0.0
C 2.15415 -0.96894 2.04310 0.0 0.0 0.1
C 2.48228 -0.65823 3.35480 0.0 0.0 0.0
C 1.51608 -0.73990 4.34847 0.0 0.0 0.0
C 0.22156 -1.13130 4.03046 0.0 0.0 0.0
C -0.10351 -1.46028 2.72265 0.0 0.1 0.0
H -2.48116 -3.24086 2.08009 0.0 0.0 0.0
H -2.07680 -5.00802 3.77329 0.0 0.0 0.0
H -1.62912 -7.88820 0.88502 0.0 0.0 0.0
H -1.91986 -6.24550 -0.94205 0.0 0.0 0.0
H -1.09495 -0.99829 -3.06681 0.0 0.0 0.0
H -2.21075 -0.80608 -5.25167 0.0 0.0 0.0
H -4.32912 0.45840 -5.45537 0.0 0.0 0.0
H -5.32585 1.52059 -3.45897 0.0 0.0 0.0
H -4.21644 1.33875 -1.27406 0.0 0.0 0.0
H -1.43201 1.53275 1.98399 0.0 0.0 0.0
H -2.94356 1.89967 3.89679 0.0 0.0 0.0
H -5.21154 0.91276 3.88132 0.0 0.0 0.0
H -5.95249 -0.44823 1.95347 0.0 0.0 0.0
H -4.44738 -0.82618 0.05164 0.0 0.0 0.0
H 0.84159 -3.52248 -2.32171 -0.1 0.0 0.0
H 1.37111 -5.91022 -2.59499 0.0 0.0 0.0
H 1.85794 -7.30633 -0.60967 0.0 0.0 0.0
H 1.81999 -6.29806 1.64817 0.0 0.0 0.0
H 1.27211 -3.92101 1.93306 0.0 0.0 0.0
H 2.90366 -0.88802 1.26424 0.0 0.0 0.0
H 3.48865 -0.34358 3.60007 0.0 0.0 0.0
H 1.77029 -0.49707 5.37196 0.0 0.0 0.0
H -0.53425 -1.18486 4.80346 0.0 0.0 0.0
H -1.11216 -1.76296 2.47376 0.0 0.0 0.0
```
Forces are in eV/Å.

=====

Entry from the OMol25 dataset: C12H12BrInN5 as an isolated structure (ωB97M-V with the def2-TZVPD basis set).

Calculated values
* E_LUMO (spin up / spin down): -0.35819 / -0.42143 Ha
* net charge: +3
* M: 420.98 g mol⁻¹
* relative energy (zero: lowest compared OMol25 entry of this formula, charge and spin): 0.0 kJ/mol
* orbital gap (spin up / spin down): 0.2228 / 0.1610 hartree
* E_tot: -3501.4125 hartree
* spin multiplicity: 1

```
31
Properties=species:S:1:pos:R:3:forces:R:3
In -6.06898 -2.06556 -1.40310 -0.1 0.0 0.0
N -10.86721 -2.83521 -0.60660 0.0 0.0 0.0
C -10.55199 -3.16450 0.65085 0.0 0.0 0.0
C -9.14993 -3.02599 0.74609 0.0 0.0 0.0
N -8.65478 -2.62738 -0.41784 0.0 0.0 0.0
C -9.70502 -2.50585 -1.26367 0.0 0.0 0.0
C -9.53571 -2.10185 -2.59262 0.0 0.0 0.0
N -8.31333 -1.81262 -3.09793 0.0 0.0 0.0
C -8.49861 -1.47184 -4.36613 0.0 0.0 0.0
C -9.87184 -1.54154 -4.68777 0.0 0.0 0.0
N -10.48984 -1.93474 -3.56865 0.0 0.0 0.0
H -11.80878 -2.83983 -0.97537 0.0 0.0 0.0
H -11.28622 -3.46515 1.38219 0.0 0.0 0.0
H -8.54101 -3.20807 1.61764 0.0 0.0 0.0
H -7.69449 -1.18812 -5.02675 0.0 0.0 0.0
H -10.39546 -1.33968 -5.60940 0.0 0.0 0.0
H -11.48827 -2.07507 -3.49110 0.0 0.0 0.0
C 13.77824 2.70340 2.57863 0.0 0.0 0.0
C 12.29273 2.70400 2.39022 0.0 -0.1 0.0
C 11.47666 3.81069 2.62625 0.1 0.1 0.1
C 10.10571 3.78716 2.44487 0.0 -0.1 0.0
C 9.51227 2.60401 2.00629 -0.1 -0.1 0.0
Br 7.69694 2.34031 1.69514 0.1 0.0 0.0
N 10.35998 1.62989 1.81481 0.0 0.1 0.0
C 11.65385 1.53654 1.95057 0.0 0.0 0.0
H 14.11606 3.67902 2.92035 0.0 0.0 0.0
H 14.28537 2.47249 1.64224 0.0 0.0 0.0
H 14.07253 1.95916 3.31812 0.0 0.0 0.0
H 11.93874 4.72908 2.96693 0.0 0.0 0.0
H 9.47113 4.64360 2.62738 0.0 0.0 0.0
H 12.16127 0.60366 1.72836 0.0 0.0 0.0
```
Forces are in eV/Å.

=====

Entry from the OMol25 dataset: a 11-piece molecular cluster, C44H65N9O4S2 overall in a non-equilibrium geometry (ωB97M-V with the def2-TZVPD basis set).

Calculated values
* E_LUMO: 0.01437 Ha
* SMILES: O=S1(=O)CCCC1.O=S1(=O)CCCC1.c1cc[nH]c1.c1cc[nH]c1.c1cc[nH]c1.c1cc[nH]c1.c1cc[nH]c1.c1cc[nH]c1.c1cc[nH]c1.CCCC#N.CCCC#N
* M: 848.20 g mol⁻¹
* orbital gap: 0.3047 hartree
* E_tot: -3305.5990 hartree
* spin multiplicity: 1

```
124
Properties=species:S:1:pos:R:3:forces:R:3
C 0.04253 5.33774 -3.09024 0.5 0.3 0.0
C 1.36753 4.92616 -2.39371 -1.1 -0.6 0.4
C 1.60410 5.65155 -1.04433 0.3 -0.2 -0.9
C 0.71471 5.20828 0.04385 -0.7 0.3 0.8
N 0.01509 4.89935 0.91898 1.0 0.2 -1.3
H -0.10134 6.41898 -3.12462 0.3 0.1 -0.3
H -0.86960 4.99058 -2.60335 0.3 -0.4 0.3
H 0.04173 4.92928 -4.10070 -0.1 0.1 -0.1
H 2.25313 5.05110 -3.01601 -0.2 0.3 -0.1
H 1.26227 3.84801 -2.26011 0.3 -0.1 0.3
H 1.52428 6.70586 -1.31364 -0.6 0.2 0.7
H 2.64658 5.57245 -0.73289 0.0 -0.5 0.2
C 4.26082 -2.65477 0.61482 0.2 0.9 -0.6
C 4.25729 -1.13611 0.54334 1.1 0.8 1.1
C 5.67808 -0.51709 0.70578 0.7 -1.3 -0.1
C 6.42654 -0.97062 1.92056 -0.9 0.6 -0.3
N 6.94740 -1.26818 2.90074 0.0 -0.1 -0.1
H 4.81482 -2.91208 1.51734 -0.3 -0.5 0.0
H 4.78479 -3.01981 -0.26955 0.0 -0.4 0.1
H 3.22924 -3.00447 0.59688 0.1 -0.3 0.2
H 3.74069 -0.75686 1.42697 -0.7 0.2 -0.4
H 3.90252 -0.71643 -0.39772 -0.5 -0.1 0.1
H 5.69163 0.57120 0.65424 -0.1 0.0 0.1
H 6.26646 -0.90725 -0.12738 0.2 0.3 -0.2
C -0.11862 -0.26399 1.82395 0.7 -0.9 -0.6
C -0.12335 1.27120 1.71821 0.6 -1.3 0.7
C -0.81735 1.58294 0.44508 -1.4 0.0 -1.1
S -0.03612 0.44258 -0.81143 -1.0 -0.3 0.9
O 1.13869 1.08387 -1.39755 -0.6 -0.3 -0.2
O -1.05953 -0.17767 -1.70236 1.6 1.2 1.2
C 0.50212 -0.76882 0.46730 -0.4 0.5 0.5
H -1.04971 -0.76943 2.07934 -0.4 0.5 -0.5
H 0.51295 -0.61119 2.64298 0.4 0.2 -0.1
H 0.92684 1.55801 1.63354 0.1 0.3 0.2
H -0.52858 1.68398 2.64090 -0.2 0.4 -0.3
H -0.92138 2.63723 0.18753 0.9 0.0 -0.5
H -1.86896 1.28786 0.46638 0.0 -0.5 0.1
H 1.58182 -0.70571 0.59741 0.0 0.2 -0.5
H 0.24705 -1.76173 0.09878 -0.2 0.0 0.2
C -6.00372 -1.00994 3.87197 1.6 1.1 -1.2
C -5.79437 -0.86932 2.33010 0.4 -0.6 -0.3
C -4.25649 -0.87968 2.10341 -0.5 0.9 0.8
S -3.64526 0.35020 3.30320 -1.5 -0.8 0.6
O -3.70526 1.69413 2.72820 0.7 -1.4 0.6
O -2.49693 -0.23043 3.98704 0.0 0.9 -0.5
C -5.09639 0.15678 4.43495 -0.7 0.0 -0.3
H -5.59917 -1.99899 4.08720 -0.1 0.1 0.6
H -7.05584 -0.93090 4.13825 0.2 0.0 0.2
H -6.29319 -0.01479 1.87501 0.2 0.1 0.2
H -6.15537 -1.76253 1.81821 -0.3 0.1 0.0
H -3.83890 -0.59307 1.13892 -0.4 -0.1 -0.2
H -3.91287 -1.85890 2.43648 0.4 0.1 0.0
H -5.63189 1.10242 4.34401 -0.1 0.0 -0.1
H -4.76712 0.10857 5.47198 0.2 -0.4 -0.1
N -5.13112 -3.88303 -2.26802 1.5 0.0 -1.0
C -3.94554 -3.14896 -2.33525 -0.7 -0.2 2.9
C -3.62257 -2.85564 -0.96366 0.0 -0.4 -2.8
C -4.61922 -3.44858 -0.17801 0.0 -0.5 0.9
C -5.47022 -4.15799 -0.98062 -0.6 0.6 -0.4
H -5.52268 -4.29704 -3.09943 -0.2 -0.1 0.3
H -3.43374 -2.99628 -3.27208 -0.1 0.2 0.1
H -2.73928 -2.32522 -0.64061 -0.1 0.1 0.0
H -4.70475 -3.40734 0.89712 0.1 -0.1 0.0
H -6.33665 -4.76222 -0.76181 0.0 0.1 0.1
N 0.06473 -5.08923 0.92937 -0.4 -0.2 -1.4
C 0.99566 -4.63293 1.82809 -1.0 -0.5 -0.3
C 0.28368 -3.83075 2.71074 2.0 0.0 -0.2
C -1.02069 -3.75892 2.23925 -1.1 1.6 0.5
C -1.15073 -4.50444 1.11675 -0.2 -0.3 0.4
H 0.24645 -5.50442 0.02931 0.4 -0.3 0.4
H 1.98422 -5.02636 1.64911 0.2 0.4 0.7
H 0.68407 -3.23394 3.51605 0.1 -0.2 0.1
H -1.70546 -3.00681 2.60442 -0.4 -0.4 0.2
H -2.04402 -4.70702 0.54674 0.3 -0.1 -0.3
N 3.34237 2.84357 -0.48541 0.0 0.7 -0.5
C 4.51351 3.14464 -1.15700 -1.3 -1.3 -0.5
C 5.36962 3.69158 -0.26943 1.7 0.1 -1.4
C 4.70831 3.78074 0.92742 0.3 1.0 2.6
C 3.43403 3.34314 0.79326 -0.2 -1.1 -0.2
H 2.56526 2.37196 -0.92476 -0.2 0.0 0.2
H 4.65071 2.81554 -2.17548 0.0 0.1 0.0
H 6.39082 3.93848 -0.51714 0.0 0.1 0.2
H 5.14170 4.08381 1.86937 -0.1 0.3 -0.1
H 2.68354 3.28245 1.56588 -0.2 -0.2 -0.3
N 2.14979 1.60906 -7.02974 0.6 0.3 1.0
C 3.01272 2.37325 -6.28257 0.4 0.9 -0.7
C 2.73704 2.24782 -4.93040 0.5 -0.2 -1.4
C 1.71568 1.29305 -4.87306 -1.3 -1.1 -0.1
C 1.36463 0.92764 -6.16184 -0.3 -0.4 0.3
H 2.08342 1.56944 -8.03332 0.2 0.0 0.2
H 3.74171 2.94899 -6.83300 0.0 0.2 0.3
H 3.24931 2.72547 -4.11058 0.0 0.0 -0.1
H 1.26836 0.85974 -3.99084 0.0 0.2 0.1
H 0.69151 0.19200 -6.57511 -0.2 0.1 0.4
N 0.58400 -2.09401 -3.12369 0.9 1.2 -0.4
C 1.94835 -2.13524 -3.39965 -1.5 -1.4 0.6
C 2.37265 -3.27705 -2.76101 1.5 0.2 0.0
C 1.30567 -3.87062 -2.01297 1.6 0.0 -0.7
C 0.25446 -3.07229 -2.24708 -2.1 0.1 0.0
H 0.01371 -1.31901 -3.42398 -0.3 -0.2 0.4
H 2.41599 -1.41554 -4.05216 0.0 -0.1 0.1
H 3.41158 -3.57191 -2.79466 -0.1 -0.3 0.1
H 1.31911 -4.80955 -1.48504 0.1 0.2 0.1
H -0.74268 -3.19266 -1.84961 -0.1 0.2 -0.2
N 2.16626 -0.90373 5.16055 -1.4 0.0 1.0
C 1.28922 0.15155 5.16688 0.1 -0.2 0.7
C 1.92152 1.13944 4.47412 -2.1 1.9 -0.9
C 3.05956 0.64168 3.88758 2.2 0.1 -0.2
C 3.25001 -0.57092 4.44869 1.3 -2.5 -0.2
H 2.05198 -1.70024 5.76641 0.2 0.0 -0.3
H 0.34421 0.05431 5.67760 0.1 0.3 0.0
H 1.59712 2.14484 4.24738 -0.5 -0.1 0.2
H 3.75986 1.12473 3.22320 -0.1 0.2 0.1
H 4.03599 -1.31159 4.47956 0.3 0.3 -0.6
N -4.39813 0.08658 -1.40147 0.5 0.3 -0.4
C -3.83430 1.31446 -1.43392 0.2 1.0 0.8
C -4.70134 2.19201 -0.80343 1.7 0.8 -1.4
C -5.85893 1.51267 -0.49484 -0.7 -1.6 0.5
C -5.62119 0.17076 -0.82436 -0.9 0.3 -0.1
H -3.98799 -0.70231 -1.87596 -0.3 -0.2 0.4
H -2.81722 1.49078 -1.74516 -0.2 -0.2 -0.3
H -4.46796 3.24444 -0.74266 -0.3 0.0 0.3
H -6.73537 1.95016 -0.04204 0.0 -0.3 0.0
H -6.19669 -0.73654 -0.72021 -0.2 0.2 0.0
```
Forces are in eV/Å.

=====

Repeat the second record exactly.
Entry from the OMol25 dataset: C12H12BrInN5 as an isolated structure (ωB97M-V with the def2-TZVPD basis set).

Calculated values
* E_LUMO (spin up / spin down): -0.35819 / -0.42143 Ha
* net charge: +3
* M: 420.98 g mol⁻¹
* relative energy (zero: lowest compared OMol25 entry of this formula, charge and spin): 0.0 kJ/mol
* orbital gap (spin up / spin down): 0.2228 / 0.1610 hartree
* E_tot: -3501.4125 hartree
* spin multiplicity: 1

```
31
Properties=species:S:1:pos:R:3:forces:R:3
In -6.06898 -2.06556 -1.40310 -0.1 0.0 0.0
N -10.86721 -2.83521 -0.60660 0.0 0.0 0.0
C -10.55199 -3.16450 0.65085 0.0 0.0 0.0
C -9.14993 -3.02599 0.74609 0.0 0.0 0.0
N -8.65478 -2.62738 -0.41784 0.0 0.0 0.0
C -9.70502 -2.50585 -1.26367 0.0 0.0 0.0
C -9.53571 -2.10185 -2.59262 0.0 0.0 0.0
N -8.31333 -1.81262 -3.09793 0.0 0.0 0.0
C -8.49861 -1.47184 -4.36613 0.0 0.0 0.0
C -9.87184 -1.54154 -4.68777 0.0 0.0 0.0
N -10.48984 -1.93474 -3.56865 0.0 0.0 0.0
H -11.80878 -2.83983 -0.97537 0.0 0.0 0.0
H -11.28622 -3.46515 1.38219 0.0 0.0 0.0
H -8.54101 -3.20807 1.61764 0.0 0.0 0.0
H -7.69449 -1.18812 -5.02675 0.0 0.0 0.0
H -10.39546 -1.33968 -5.60940 0.0 0.0 0.0
H -11.48827 -2.07507 -3.49110 0.0 0.0 0.0
C 13.77824 2.70340 2.57863 0.0 0.0 0.0
C 12.29273 2.70400 2.39022 0.0 -0.1 0.0
C 11.47666 3.81069 2.62625 0.1 0.1 0.1
C 10.10571 3.78716 2.44487 0.0 -0.1 0.0
C 9.51227 2.60401 2.00629 -0.1 -0.1 0.0
Br 7.69694 2.34031 1.69514 0.1 0.0 0.0
N 10.35998 1.62989 1.81481 0.0 0.1 0.0
C 11.65385 1.53654 1.95057 0.0 0.0 0.0
H 14.11606 3.67902 2.92035 0.0 0.0 0.0
H 14.28537 2.47249 1.64224 0.0 0.0 0.0
H 14.07253 1.95916 3.31812 0.0 0.0 0.0
H 11.93874 4.72908 2.96693 0.0 0.0 0.0
H 9.47113 4.64360 2.62738 0.0 0.0 0.0
H 12.16127 0.60366 1.72836 0.0 0.0 0.0
```
Forces are in eV/Å.

=====

Please write out number 2 again, unchanged.
Entry from the OMol25 dataset: C12H12BrInN5 as an isolated structure (ωB97M-V with the def2-TZVPD basis set).

Calculated values
* E_LUMO (spin up / spin down): -0.35819 / -0.42143 Ha
* net charge: +3
* M: 420.98 g mol⁻¹
* relative energy (zero: lowest compared OMol25 entry of this formula, charge and spin): 0.0 kJ/mol
* orbital gap (spin up / spin down): 0.2228 / 0.1610 hartree
* E_tot: -3501.4125 hartree
* spin multiplicity: 1

```
31
Properties=species:S:1:pos:R:3:forces:R:3
In -6.06898 -2.06556 -1.40310 -0.1 0.0 0.0
N -10.86721 -2.83521 -0.60660 0.0 0.0 0.0
C -10.55199 -3.16450 0.65085 0.0 0.0 0.0
C -9.14993 -3.02599 0.74609 0.0 0.0 0.0
N -8.65478 -2.62738 -0.41784 0.0 0.0 0.0
C -9.70502 -2.50585 -1.26367 0.0 0.0 0.0
C -9.53571 -2.10185 -2.59262 0.0 0.0 0.0
N -8.31333 -1.81262 -3.09793 0.0 0.0 0.0
C -8.49861 -1.47184 -4.36613 0.0 0.0 0.0
C -9.87184 -1.54154 -4.68777 0.0 0.0 0.0
N -10.48984 -1.93474 -3.56865 0.0 0.0 0.0
H -11.80878 -2.83983 -0.97537 0.0 0.0 0.0
H -11.28622 -3.46515 1.38219 0.0 0.0 0.0
H -8.54101 -3.20807 1.61764 0.0 0.0 0.0
H -7.69449 -1.18812 -5.02675 0.0 0.0 0.0
H -10.39546 -1.33968 -5.60940 0.0 0.0 0.0
H -11.48827 -2.07507 -3.49110 0.0 0.0 0.0
C 13.77824 2.70340 2.57863 0.0 0.0 0.0
C 12.29273 2.70400 2.39022 0.0 -0.1 0.0
C 11.47666 3.81069 2.62625 0.1 0.1 0.1
C 10.10571 3.78716 2.44487 0.0 -0.1 0.0
C 9.51227 2.60401 2.00629 -0.1 -0.1 0.0
Br 7.69694 2.34031 1.69514 0.1 0.0 0.0
N 10.35998 1.62989 1.81481 0.0 0.1 0.0
C 11.65385 1.53654 1.95057 0.0 0.0 0.0
H 14.11606 3.67902 2.92035 0.0 0.0 0.0
H 14.28537 2.47249 1.64224 0.0 0.0 0.0
H 14.07253 1.95916 3.31812 0.0 0.0 0.0
H 11.93874 4.72908 2.96693 0.0 0.0 0.0
H 9.47113 4.64360 2.62738 0.0 0.0 0.0
H 12.16127 0.60366 1.72836 0.0 0.0 0.0
```
Forces are in eV/Å.